{
  "formula": "C4H7GdLiO2",
  "method": "ωB97M-V with the def2-TZVPD basis set",
  "elements": ["H", "C", "C", "C", "C", "O", "O", "Li", "Gd", "H", "H", "H", "H", "H", "H"],
  "positions_angstrom": [[-2.357, -1.423, -3.156], [-0.146, -0.753, 0.530], [1.308, -0.412, 0.282], [1.214, 0.924, 0.912], [0.005, 1.741, 0.603], [-0.803, 0.868, -0.120], [-0.813, -1.466, -0.354], [-1.093, -2.686, -1.708], [-1.982, -0.075, -1.737], [-0.373, -1.043, 1.569], [1.997, -1.091, 0.799], [1.503, -0.401, -0.803], [1.868, 1.220, 1.732], [0.263, 2.597, -0.049], [-0.589, 2.000, 1.501]],
  "mulliken_spin": [-0.346, 0.041, 0.044, 0.699, -0.015, 0.013, -0.007, -0.029, 7.464, 0.003, -0.003, 0.043, 0.021, 0.042, 0.030],
  "homo_energy_ev": [-15.18, -18.72],
  "orbital_gap_ev": [4.0, 9.8],
  "de_lowest_ev": 0.3411,
  "spin_multiplicity": 9,
  "charge": 2,
  "lumo_ev": [-11.20, -8.89]
}